Entry 1:
Density functional theory data (ωB97M-V/def2-TZVPD) for a structure of composition C27H27CsF18N6O3PS in a non-equilibrium geometry.

Results
Kohn-Sham gap (spin up / spin down), eV: 6.31 / 6.61
Maximum force, eV Å⁻¹: 3.0
Relative energy (zero: lowest compared OMol25 entry of this formula, charge and spin), kJ/mol: 212.4
Multiplicity: 2
LUMO (spin up / spin down), eV: 3.8 / 3.8
HOMO level (spin up / spin down), Ha: -0.0918 / -0.1031
Total charge: -2

```
84
Properties=species:S:1:pos:R:3:lowdin_spin:R:1
Cs 0.661 -0.525 0.724 -0.001
C -0.426 4.956 3.522 0.000
C -0.199 4.077 2.324 0.002
C 1.089 3.748 1.913 0.000
C 1.310 2.959 0.809 0.019
C 0.239 2.425 0.067 0.036
N 0.460 1.538 -0.927 0.396
C 1.095 1.847 -2.052 0.003
C 1.179 3.209 -2.453 0.097
C 1.776 3.609 -3.617 -0.012
C 2.347 2.665 -4.465 0.109
C 2.979 3.070 -5.766 0.020
C 2.301 1.327 -4.082 -0.018
C 1.705 0.885 -2.911 0.101
C 1.777 -0.621 -2.580 0.011
O 1.461 -1.050 -1.394 -0.002
C 3.263 -1.107 -2.890 0.004
F 3.529 -2.261 -2.259 0.001
F 3.601 -1.365 -4.182 0.000
F 4.186 -0.228 -2.464 0.001
C 0.889 -1.375 -3.643 0.006
F 0.971 -2.714 -3.454 0.001
F -0.405 -1.070 -3.543 0.001
F 1.191 -1.203 -4.955 0.000
C -1.058 2.777 0.483 0.018
C -1.267 3.577 1.590 0.000
C -2.175 2.241 -0.419 0.009
O -1.801 1.230 -1.159 0.175
C -2.671 3.450 -1.302 -0.001
F -1.765 3.803 -2.217 0.001
F -3.808 3.189 -1.975 0.000
F -2.937 4.591 -0.615 0.000
C -3.428 1.835 0.434 0.008
F -4.178 2.853 0.928 0.002
F -4.290 1.091 -0.276 0.002
F -3.108 1.090 1.499 0.000
H 0.386 5.676 3.619 0.000
H -0.459 4.356 4.434 0.000
H -1.368 5.499 3.437 0.000
H 1.938 4.122 2.472 0.001
H 2.319 2.709 0.511 -0.001
H 0.721 3.937 -1.802 0.005
H 1.793 4.661 -3.878 -0.004
H 3.270 4.119 -5.742 0.001
H 2.273 2.938 -6.587 0.008
H 3.857 2.459 -5.971 0.003
H 2.770 0.618 -4.747 -0.003
H -2.272 3.846 1.880 0.001
C -5.470 -3.254 1.515 0.000
C -4.608 -2.512 2.459 0.000
N -4.832 -2.310 3.720 0.000
N -3.733 -1.640 4.166 0.000
C -2.807 -1.445 3.186 0.000
S -1.344 -0.720 3.332 0.000
N -3.408 -1.993 2.073 0.000
N -2.925 -2.114 0.788 0.000
H -6.441 -3.431 1.965 0.000
H -4.996 -4.204 1.274 0.000
H -5.567 -2.683 0.595 0.000
H -3.635 -1.366 5.127 0.000
H -2.515 -1.235 0.472 0.000
H -2.192 -2.830 0.790 0.000
F 2.127 -0.653 2.555 0.000
P 3.311 -0.734 3.673 0.000
F 4.204 0.324 2.825 0.000
F 4.491 -0.841 4.794 0.000
F 2.428 -1.809 4.521 0.000
F 3.996 -1.975 2.853 0.000
F 2.640 0.494 4.494 0.000
C 1.988 -4.119 -0.227 0.000
N 1.017 -4.269 0.834 0.000
C 1.512 -4.152 2.186 0.000
C -0.296 -4.246 0.596 0.000
C -0.716 -4.227 -0.855 0.000
O -1.141 -4.261 1.497 0.000
H 2.986 -4.235 0.187 0.000
H 1.918 -3.131 -0.684 0.000
H 1.841 -4.873 -1.002 0.000
H 2.077 -5.047 2.465 0.000
H 0.671 -4.037 2.866 0.000
H 2.159 -3.282 2.270 0.000
H -0.306 -5.081 -1.390 0.000
H -0.352 -3.318 -1.328 0.000
H -1.802 -4.255 -0.912 0.000
```


Entry 2:
Density functional theory data (ωB97M-V/def2-TZVPD) for the molecule C15H23NO3S in a non-equilibrium geometry.

Results
Kohn-Sham gap, eV: 9.22
SMILES: CCOc1ccc(S(=O)(=O)NC2CCCCCC2)cc1
Maximum force, eV Å⁻¹: 11.6
Relative energy (zero: lowest compared OMol25 entry of this formula, charge and spin), kJ/mol: 1316.5
LUMO, eV: 0.4
HOMO level, Ha: -0.3246
Total charge: 0

```
43
Properties=species:S:1:pos:R:3:mulliken_charge:R:1
C 1.639 4.258 -5.139 -1.314
C 0.679 3.682 -3.932 -0.390
H -0.174 3.005 -4.399 0.313
H 0.256 4.612 -3.403 0.391
O 1.421 3.138 -3.052 -0.252
C 1.120 2.528 -2.041 0.757
C 2.153 1.827 -1.240 -1.254
C 1.430 1.138 -0.181 0.312
C 0.138 1.247 0.187 -0.180
C -0.703 1.907 -0.452 -0.077
C -0.267 2.458 -1.868 -0.463
H -1.085 3.141 -2.400 0.241
H -1.809 2.097 -0.021 0.312
S -0.327 0.280 1.665 1.154
O 0.662 0.085 2.532 -0.615
O -1.290 1.145 2.290 -0.845
N -0.990 -0.989 1.316 -0.055
H -1.877 -0.796 0.842 0.352
C -0.389 -2.061 0.268 0.782
C -1.102 -2.977 -0.446 -0.666
C -2.435 -3.468 0.411 -1.235
C -1.863 -3.815 1.775 -0.088
C -0.603 -4.487 2.061 -1.228
C 0.601 -3.363 2.279 -0.602
H -0.182 -2.636 2.901 0.127
C 0.812 -2.687 1.101 -2.259
H 1.351 -3.206 0.542 1.233
H 1.510 -1.963 1.247 0.619
H 1.447 -3.746 2.757 0.535
H -0.311 -5.097 1.389 0.627
H -0.747 -5.073 2.977 0.363
H -2.220 -2.814 2.471 0.159
H -2.789 -4.545 2.278 0.299
H -2.676 -4.359 0.044 0.601
H -3.200 -2.789 0.446 0.409
H -0.579 -3.914 -0.903 0.330
H -1.838 -2.445 -1.278 0.206
H 0.445 -1.416 -0.503 -0.118
H 2.249 0.540 0.439 0.133
H 3.094 1.660 -1.793 0.346
H 1.103 4.868 -5.719 0.500
H 2.253 3.492 -5.857 0.244
H 2.439 5.017 -4.808 0.297
```


Entry 3:
Density functional theory data (ωB97M-V/def2-TZVPD) for a cluster of 5 separate species, C29H47BN5O4P in total.

Results
Kohn-Sham gap, eV: 6.93
SMILES: [H]/N=C(\C)CC1=C(P(C)CC)C(=O)C(B(O)OC)=CC1=O.CCCC#N.CCCC#N.CCCC#N.CCCC#N
Maximum force, eV Å⁻¹: 0.4
LUMO, eV: -0.9
HOMO level, Ha: -0.2879
Total charge: 0

```
87
Properties=species:S:1:pos:R:3:mulliken_charge:R:1
C 1.277 -0.173 2.045 -1.040
C 0.734 -0.065 0.619 -0.620
P 0.759 -1.681 -0.273 -0.110
C -0.610 -1.447 -1.461 -0.806
C -0.009 -2.778 1.022 0.388
C 0.675 -3.813 1.550 0.022
C 2.098 -4.158 1.190 -1.051
C 3.086 -4.169 2.343 0.585
C 3.445 -5.475 3.011 -1.452
N 3.608 -3.057 2.656 -0.583
C 0.019 -4.721 2.536 0.206
O 0.634 -5.639 3.040 -0.615
C -1.406 -4.510 2.866 -0.866
C -2.101 -3.474 2.406 0.326
B -3.605 -3.221 2.849 0.639
O -4.527 -4.224 2.588 -0.535
O -3.965 -2.078 3.491 -0.442
C -4.647 -1.012 2.809 -0.439
C -1.402 -2.500 1.518 0.992
O -1.980 -1.480 1.206 -0.640
H 2.182 -0.789 2.082 0.217
H 0.545 -0.637 2.711 0.271
H 1.517 0.819 2.436 0.286
H -0.287 0.323 0.621 0.319
H 1.367 0.612 0.037 0.622
H -1.515 -1.030 -1.023 0.310
H -0.844 -2.395 -1.954 0.393
H -0.219 -0.770 -2.225 0.100
H 2.442 -3.399 0.491 0.471
H 2.119 -5.128 0.682 0.400
H 4.512 -5.663 2.859 0.438
H 3.257 -5.406 4.084 0.360
H 2.875 -6.318 2.627 0.319
H 4.270 -3.176 3.426 0.238
H -1.826 -5.262 3.530 0.357
H -4.783 -4.774 3.331 0.302
H -5.123 -1.369 1.893 0.341
H -5.407 -0.625 3.484 0.095
H -3.943 -0.220 2.558 0.207
C -1.372 2.633 -5.138 -1.232
C -0.251 2.471 -6.156 -0.297
C 0.169 1.014 -6.364 -0.172
C 0.673 0.397 -5.137 0.244
N 1.066 -0.058 -4.160 -0.446
H -1.064 2.290 -4.149 0.313
H -1.665 3.679 -5.052 0.354
H -2.256 2.062 -5.432 0.321
H 0.620 3.050 -5.843 0.287
H -0.555 2.862 -7.127 0.325
H 0.951 0.953 -7.121 -0.068
H -0.677 0.420 -6.718 0.306
C -7.930 0.916 6.798 -1.101
C -8.318 2.307 6.315 -0.376
C -8.282 2.434 4.788 -0.447
C -6.947 2.180 4.245 0.276
N -5.902 1.976 3.818 -0.427
H -6.907 0.671 6.510 0.316
H -7.997 0.851 7.883 0.322
H -8.590 0.155 6.375 0.302
H -7.651 3.054 6.749 0.292
H -9.328 2.552 6.647 0.296
H -8.587 3.433 4.471 0.299
H -8.971 1.720 4.330 0.269
C 4.979 2.756 -8.679 -1.113
C 4.544 1.343 -9.040 -0.383
C 3.445 1.315 -10.110 -0.480
C 2.233 2.007 -9.672 0.309
N 1.291 2.565 -9.327 -0.456
H 4.152 3.328 -8.257 0.325
H 5.781 2.736 -7.941 0.324
H 5.345 3.291 -9.558 0.304
H 4.186 0.821 -8.150 0.285
H 5.393 0.773 -9.420 0.300
H 3.172 0.289 -10.362 0.281
H 3.791 1.797 -11.027 0.331
C 4.947 4.508 3.736 -1.151
C 4.463 3.128 4.159 -0.395
C 4.874 2.027 3.175 -0.331
C 4.320 2.245 1.839 0.213
N 3.858 2.410 0.802 -0.464
H 4.515 4.798 2.777 0.346
H 4.664 5.260 4.472 0.337
H 6.034 4.529 3.635 0.297
H 3.376 3.126 4.257 0.268
H 4.871 2.871 5.138 0.326
H 4.530 1.049 3.516 0.233
H 5.962 1.980 3.086 0.335
```


Entry 4:
Density functional theory data (ωB97M-V/def2-TZVPD) for a structure of composition C5H10N2O in a non-equilibrium geometry.

Results
Kohn-Sham gap, eV: 8.76
Maximum force, eV Å⁻¹: 6.0
Relative energy (zero: lowest compared OMol25 entry of this formula, charge and spin), kJ/mol: 575.2
LUMO, eV: 0.9
HOMO level, Ha: -0.2874
Total charge: 0

```
18
Properties=species:S:1:pos:R:3:mulliken_charge:R:1
C -0.755 0.142 -0.041 -0.250
C 1.204 1.173 0.891 -0.941
N 0.554 0.386 -0.150 -0.256
C 0.489 1.513 -1.748 0.081
C -0.462 -1.275 1.413 -0.127
C -0.438 -2.563 1.091 -0.711
O -1.377 -0.523 -1.048 -0.527
N -0.187 1.433 -2.796 -0.580
H -0.702 -1.114 -1.428 0.417
H -1.430 0.862 0.423 0.437
H -0.963 0.763 -2.740 0.352
H 1.335 2.214 -1.685 0.323
H -0.520 -0.993 2.466 0.349
H 2.140 1.567 0.488 0.327
H 0.601 2.020 1.236 0.367
H 1.468 0.570 1.760 0.333
H -0.357 -2.827 0.036 0.135
H -0.602 -3.349 1.831 0.273
```


> What is the total charge in the fourth record?

0